(1)
Molecular formula: C17H22N4O3S
Method: DFT, the ωB97M-V functional and the def2-TZVPD basis

As for the energy relative to the best compared isomer or geometry (same formula, charge and spin): 1.497 eV. Its lowest unoccupied orbital energy is 0.392 eV. The molecular weight is 362.45 g mol⁻¹. The value obtained for the HOMO-LUMO gap is 8.383 eV.

XYZ file:
```
47
C17H22N4O3S the ωB97M-V functional and the def2-TZVPD basis
C 5.921 1.580 0.099
C 4.592 0.894 0.012
C 4.453 -0.283 -0.709
C 3.242 -0.942 -0.809
C 2.129 -0.413 -0.169
C 2.256 0.769 0.557
C 3.470 1.426 0.656
C 3.573 2.695 1.447
H 2.610 2.959 1.876
H 4.295 2.586 2.255
H 3.908 3.516 0.813
H 1.382 1.170 1.052
N 0.857 -0.998 -0.208
C 0.456 -2.112 -0.858
O 1.161 -2.834 -1.533
C -1.035 -2.421 -0.671
C -1.942 -1.269 -1.162
N -2.973 -0.917 -0.211
S -2.632 0.365 0.784
O -1.236 0.442 1.131
O -3.606 0.396 1.835
C -3.008 1.721 -0.283
C -2.364 2.419 -1.273
N -3.195 3.359 -1.782
C -4.318 3.248 -1.125
N -4.261 2.263 -0.205
H -4.947 1.968 0.473
H -5.182 3.859 -1.291
H -1.363 2.307 -1.635
C -3.730 -2.025 0.330
C -2.833 -3.138 0.909
C -1.360 -2.750 0.790
H -0.730 -3.575 1.126
H -1.158 -1.889 1.428
H -3.080 -3.312 1.956
H -3.003 -4.068 0.364
H -4.362 -2.413 -0.476
H -4.371 -1.597 1.100
H -2.434 -1.549 -2.099
H -1.366 -0.360 -1.346
H -1.232 -3.315 -1.272
H 0.163 -0.487 0.333
H 3.156 -1.855 -1.374
H 5.316 -0.700 -1.208
H 5.861 2.590 -0.306
H 6.675 1.029 -0.457
H 6.246 1.660 1.137
```

Results of the Mulliken charge analysis, in e, for atoms 1 through 2: C -1.45; C 1.11

=====

(2)
Molecular formula: C17H22N4O3S3
Method: DFT, the ωB97M-V functional and the def2-TZVPD basis

As for the energy relative to the best compared isomer or geometry (same formula, charge and spin): 0.554 eV. Its lowest unoccupied orbital energy is 0.439 eV. The molecular weight is 426.59 g mol⁻¹. The value obtained for the HOMO-LUMO gap is 8.491 eV.

XYZ file:
```
49
C17H22N4O3S3 the ωB97M-V functional and the def2-TZVPD basis
C 1.186 3.817 -2.509
H 0.206 4.278 -2.403
H 1.910 4.430 -1.977
H 1.449 3.803 -3.562
C 1.165 2.393 -1.960
N 0.808 2.361 -0.552
C 1.689 2.507 0.464
O 1.359 2.394 1.630
C 3.144 2.827 0.136
H 3.402 3.790 0.577
H 3.408 2.810 -0.915
S 4.197 1.617 1.023
C 3.257 0.206 0.654
N 2.616 0.062 -0.450
N 1.816 -0.996 -0.486
C 1.816 -1.693 0.604
N 1.039 -2.750 0.891
C -0.066 -3.215 0.163
C -0.233 -2.899 -1.180
C -1.338 -3.364 -1.869
C -2.274 -4.153 -1.227
C -2.100 -4.472 0.108
C -1.007 -4.014 0.826
C -0.860 -4.351 2.281
H -1.691 -4.972 2.604
H -0.867 -3.444 2.887
H 0.063 -4.900 2.474
H -2.835 -5.084 0.610
H -3.139 -4.516 -1.760
H -1.462 -3.108 -2.910
H 0.505 -2.288 -1.671
H 1.132 -3.124 1.823
S 2.940 -1.064 1.833
C -0.569 1.993 -0.231
C -0.688 0.629 0.426
H -0.461 -0.197 -0.240
H -0.114 0.576 1.346
S -2.449 0.605 0.855
O -2.667 -0.019 2.131
O -3.201 0.094 -0.260
C -2.682 2.423 0.939
C -1.291 2.980 0.704
H -0.741 3.039 1.643
H -1.323 3.974 0.257
H -3.094 2.679 1.909
H -3.381 2.676 0.148
H -1.123 1.959 -1.174
H 2.124 1.895 -2.106
H 0.426 1.803 -2.505
```

Results of the Mulliken charge analysis, in e, for atoms 1 through 2: C -1.18; H 0.30

=====

(3)
Molecular formula: C17H22N4O4
Method: DFT, the ωB97M-V functional and the def2-TZVPD basis

As for the energy relative to the best compared isomer or geometry (same formula, charge and spin): 0.032 eV. Its lowest unoccupied orbital energy is 0.615 eV. The molecular weight is 346.39 g mol⁻¹. The value obtained for the HOMO-LUMO gap is 9.926 eV.

XYZ file:
```
47
C17H22N4O4 the ωB97M-V functional and the def2-TZVPD basis
C -5.550 -2.368 -0.328
C -4.378 -1.420 -0.546
H -4.187 -1.309 -1.616
C -4.661 -0.043 0.057
N -3.573 0.878 -0.171
C -2.746 1.263 0.808
O -2.839 0.980 1.979
N -1.675 2.104 0.391
C -1.284 2.407 -0.868
O -1.871 2.078 -1.877
C 0.008 3.233 -0.924
N 1.110 2.576 -0.260
C 2.116 1.908 -0.907
O 2.244 1.789 -2.094
C 3.028 1.347 0.194
N 2.461 1.968 1.373
C 1.302 2.605 1.127
O 0.547 3.128 1.912
H 2.763 1.746 2.307
C 2.820 -0.161 0.197
C 1.681 -0.694 0.791
C 1.453 -2.057 0.780
C 2.346 -2.925 0.167
C 3.473 -2.385 -0.440
C 3.708 -1.023 -0.432
H 4.587 -0.640 -0.924
H 4.178 -3.040 -0.931
C 2.098 -4.401 0.136
H 1.351 -4.686 0.872
H 3.016 -4.950 0.332
H 1.737 -4.696 -0.850
H 0.563 -2.447 1.253
H 0.961 -0.049 1.275
C 4.473 1.788 -0.024
H 5.144 1.243 0.635
H 4.560 2.852 0.182
H 4.756 1.615 -1.059
H -0.168 4.201 -0.444
H 0.284 3.370 -1.973
H -1.132 2.474 1.173
H -3.332 1.129 -1.125
H -4.793 -0.124 1.138
H -5.573 0.375 -0.382
H -3.478 -1.831 -0.084
H -5.743 -2.495 0.735
H -6.450 -1.975 -0.795
H -5.337 -3.342 -0.759
```

Results of the Mulliken charge analysis, in e, for atoms 1 through 2: C -1.27; C -0.13

=====

(4)
Molecular formula: C17H22N4O5
Method: DFT, the ωB97M-V functional and the def2-TZVPD basis

As for the energy relative to the best compared isomer or geometry (same formula, charge and spin): 2.214 eV. Its lowest unoccupied orbital energy is 0.413 eV. The molecular weight is 362.39 g mol⁻¹. The value obtained for the HOMO-LUMO gap is 9.890 eV.

XYZ file:
```
48
C17H22N4O5 the ωB97M-V functional and the def2-TZVPD basis
C -5.727 -1.802 -4.818
C -5.828 -0.699 -4.364
C -5.961 0.647 -3.816
O -5.373 0.748 -2.505
C -4.042 0.893 -2.480
O -3.348 0.981 -3.457
C -3.536 0.945 -1.060
N -2.102 1.061 -1.076
C -1.368 0.652 -0.020
O -1.880 0.287 1.026
C 0.143 0.637 -0.228
C 0.532 -0.579 -1.080
C 2.032 -0.672 -1.327
C 2.390 -1.849 -2.209
O 1.995 -3.044 -1.565
C 2.303 -4.184 -2.330
N 0.747 0.618 1.084
C 1.861 1.335 1.372
O 2.514 1.920 0.532
C 2.230 1.371 2.837
C 1.284 1.290 3.853
N 1.618 1.337 5.137
C 2.911 1.457 5.424
C 3.305 1.501 6.868
C 3.853 1.544 4.397
N 3.523 1.504 3.118
H -5.635 -2.782 -5.219
H -5.496 1.373 -4.481
H -7.008 0.899 -3.672
H -4.008 1.791 -0.555
H -3.857 0.048 -0.529
H -1.676 1.280 -1.964
H 0.463 1.553 -0.729
H 0.182 -1.486 -0.582
H 0.007 -0.522 -2.039
H 2.395 0.246 -1.796
H 2.563 -0.767 -0.379
H 1.884 -1.770 -3.183
H 3.471 -1.866 -2.400
H 1.972 -5.056 -1.769
H 1.790 -4.165 -3.298
H 3.382 -4.263 -2.510
H 0.186 0.195 1.808
H 0.224 1.214 3.637
H 4.383 1.602 6.984
H 2.817 2.341 7.363
H 2.979 0.591 7.372
H 4.908 1.646 4.628
```

Results of the Mulliken charge analysis, in e, for atoms 1 through 2: C 0.12; C -0.36